(1)
Formula: C45H76N4O6
Source: the OMol25 dataset
Level of theory: ωB97M-V/def2-TZVPD

Values from the calculation:
SMILES: NCCCc1cccc2ncc(CCCCCCCCCCCCn3cccc3)nc12.CC(C)=O.CC(C)=O.CC(C)=O.CC(C)=O.CC(C)=O.CC(C)=O
Charge: 0
E (eV): -66142.846
Maximum force (eV/A): 3.1
HOMO (eV): -7.6

Cartesian coordinates (Å):
N: -5.971 6.373 -1.952
C: -4.864 7.342 -1.715
C: -3.613 6.566 -1.216
C: -2.986 5.715 -2.337
C: -1.789 6.339 -3.047
C: -1.339 7.551 -2.748
C: -0.222 8.080 -3.431
C: 0.353 7.377 -4.390
C: -0.085 6.100 -4.743
N: 0.576 5.445 -5.740
C: 0.044 4.292 -5.994
C: -1.077 3.742 -5.333
C: -1.575 2.387 -5.796
C: -2.863 1.941 -5.099
C: -2.633 1.150 -3.795
C: -1.497 0.125 -3.889
C: -1.360 -0.821 -2.682
C: 0.111 -1.233 -2.461
C: 0.228 -2.398 -1.448
C: 1.312 -2.118 -0.370
C: 2.750 -2.360 -0.924
C: 3.754 -1.209 -0.692
C: 4.422 -1.268 0.721
C: 3.629 -0.401 1.716
N: 4.140 0.965 1.844
C: 4.624 1.425 3.010
C: 4.980 2.714 2.790
C: 4.711 3.013 1.442
C: 4.178 1.896 0.879
N: -1.676 4.351 -4.362
C: -1.166 5.577 -4.060
H: -6.669 6.529 -1.229
H: -6.437 6.604 -2.826
H: -4.645 7.932 -2.608
H: -5.160 8.005 -0.892
H: -2.906 7.206 -0.687
H: -3.995 5.861 -0.467
H: -2.627 4.784 -1.876
H: -3.748 5.396 -3.054
H: -1.798 8.179 -1.999
H: 0.192 9.059 -3.217
H: 1.195 7.799 -4.929
H: 0.493 3.700 -6.794
H: -1.807 2.533 -6.862
H: -0.773 1.645 -5.768
H: -3.459 2.826 -4.852
H: -3.469 1.393 -5.829
H: -2.528 1.812 -2.931
H: -3.558 0.581 -3.600
H: -0.554 0.691 -3.929
H: -1.526 -0.474 -4.808
H: -1.702 -0.302 -1.777
H: -1.928 -1.748 -2.824
H: 0.592 -1.549 -3.394
H: 0.667 -0.375 -2.064
H: 0.460 -3.358 -1.926
H: -0.722 -2.547 -0.917
H: 1.199 -1.066 -0.107
H: 1.178 -2.757 0.511
H: 2.629 -2.452 -2.013
H: 3.148 -3.319 -0.575
H: 4.550 -1.313 -1.440
H: 3.239 -0.260 -0.861
H: 5.441 -0.885 0.629
H: 4.391 -2.325 1.019
H: 3.681 -0.855 2.711
H: 2.568 -0.342 1.458
H: 4.715 0.874 3.936
H: 5.407 3.408 3.500
H: 4.862 3.947 0.922
H: 3.824 1.736 -0.124
C: -2.126 2.165 1.347
C: -0.733 1.899 0.857
O: -0.204 0.820 1.004
C: -0.023 3.038 0.166
H: -2.526 1.269 1.818
H: -2.121 2.976 2.079
H: -2.749 2.430 0.496
H: 0.078 3.884 0.848
H: -0.584 3.343 -0.721
H: 0.970 2.714 -0.140
C: 4.836 -2.313 6.660
C: 4.725 -0.849 6.314
O: 5.437 -0.341 5.474
C: 3.688 -0.042 7.057
H: 5.616 -2.770 6.054
H: 5.095 -2.429 7.714
H: 3.892 -2.820 6.455
H: 3.898 -0.060 8.128
H: 2.693 -0.450 6.870
H: 3.716 0.990 6.711
C: -6.006 3.276 -1.610
C: -5.219 2.068 -1.189
O: -4.007 2.126 -1.137
C: -5.972 0.810 -0.838
H: -5.319 4.085 -1.818
H: -6.583 3.062 -2.513
H: -6.676 3.585 -0.805
H: -6.546 0.467 -1.700
H: -6.643 0.999 0.001
H: -5.266 0.030 -0.554
C: -2.188 -3.542 2.029
C: -3.405 -4.309 1.569
O: -4.510 -3.814 1.586
C: -3.181 -5.722 1.085
H: -2.491 -2.547 2.348
H: -1.720 -4.055 2.871
H: -1.481 -3.445 1.203
H: -2.753 -6.328 1.886
H: -2.507 -5.721 0.225
H: -4.133 -6.156 0.785
C: 4.175 -4.655 2.357
C: 4.221 -5.613 3.522
O: 3.873 -5.274 4.633
C: 4.718 -7.008 3.241
H: 3.799 -3.691 2.698
H: 5.178 -4.517 1.948
H: 3.506 -5.040 1.585
H: 5.743 -6.973 2.868
H: 4.070 -7.489 2.504
H: 4.699 -7.590 4.161
C: 1.443 -10.772 2.968
C: 1.312 -9.320 2.576
O: 2.012 -8.831 1.716
C: 0.272 -8.503 3.304
H: 2.223 -11.238 2.370
H: 1.712 -10.851 4.023
H: 0.501 -11.294 2.788
H: 0.491 -8.486 4.373
H: -0.720 -8.928 3.138
H: 0.285 -7.482 2.926


(2)
Formula: C45H81B2O22
Source: the OMol25 dataset
Level of theory: ωB97M-V/def2-TZVPD

Values from the calculation:
Energy relative to the best compared isomer or geometry (same formula, charge and spin) (kJ/mol): 0.0
Charge: -1
E (eV): -94380.766
Maximum force (eV/A): 1.0
HOMO (eV): -4.2

Cartesian coordinates (Å):
C: 8.165 -2.717 2.343
C: 7.868 -2.511 0.853
C: 6.478 -1.918 0.585
C: 6.478 -0.403 0.239
C: 5.740 0.432 1.293
C: 4.226 0.456 1.044
C: 3.729 1.813 0.553
C: 2.232 1.827 0.240
C: 1.351 1.811 1.494
C: -0.077 2.281 1.197
C: -0.910 1.190 0.511
C: -1.187 -0.088 1.322
C: -1.319 0.072 2.836
C: -2.005 -1.165 3.449
C: -3.515 -0.981 3.572
C: -4.240 -2.127 4.297
C: -5.478 -2.679 3.562
C: -6.681 -1.733 3.570
C: -6.671 -0.557 2.589
C: -6.833 -0.928 1.098
C: -5.603 -0.957 0.199
O: -4.699 -1.942 0.609
B: -4.070 -2.474 -0.636
C: -3.497 -4.003 -0.510
O: -3.578 -4.593 0.812
C: -2.347 -4.968 1.347
C: -1.681 -6.162 0.643
O: -5.155 -2.379 -1.651
C: -5.999 -1.310 -1.249
B: -5.972 -0.166 -2.357
O: -6.985 -0.206 -3.328
C: -4.937 1.014 -2.475
C: -3.521 0.562 -2.919
H: 8.141 -1.765 2.882
H: 7.436 -3.392 2.797
H: 9.162 -3.146 2.482
H: 8.645 -1.860 0.441
H: 7.971 -3.477 0.353
H: 6.037 -2.448 -0.260
H: 5.839 -2.038 1.465
H: 7.494 -0.012 0.156
H: 5.987 -0.252 -0.725
H: 5.958 0.004 2.275
H: 6.147 1.449 1.293
H: 3.682 0.191 1.957
H: 3.986 -0.289 0.277
H: 4.309 2.110 -0.323
H: 3.910 2.536 1.360
H: 2.021 0.913 -0.332
H: 1.987 2.689 -0.386
H: 1.326 0.786 1.872
H: 1.815 2.479 2.227
H: -0.558 2.670 2.098
H: 0.023 3.114 0.493
H: -0.359 0.919 -0.396
H: -1.858 1.614 0.159
H: -0.397 -0.816 1.089
H: -2.113 -0.535 0.948
H: -1.927 0.963 3.043
H: -0.347 0.246 3.312
H: -1.815 -2.024 2.798
H: -1.584 -1.357 4.443
H: -3.690 -0.034 4.099
H: -3.914 -0.877 2.563
H: -4.579 -1.772 5.280
H: -3.551 -2.959 4.478
H: -5.206 -2.988 2.550
H: -5.784 -3.587 4.100
H: -6.777 -1.345 4.594
H: -7.595 -2.308 3.375
H: -7.528 0.079 2.860
H: -5.788 0.074 2.728
H: -7.377 -1.874 0.988
H: -7.481 -0.156 0.658
H: -5.101 0.026 0.230
H: -3.107 -1.706 -0.937
H: -2.457 -4.027 -0.863
H: -4.060 -4.661 -1.189
H: -2.533 -5.243 2.392
H: -1.645 -4.121 1.375
H: -1.853 -7.100 1.173
H: -0.601 -6.009 0.563
H: -2.060 -6.265 -0.377
H: -7.030 -1.710 -1.255
H: -7.815 -0.117 -2.847
H: -4.865 1.527 -1.506
H: -5.328 1.723 -3.208
H: -2.913 0.271 -2.064
H: -3.032 1.385 -3.446
H: -3.586 -0.277 -3.614
C: 2.277 6.915 -0.918
C: 0.892 6.293 -0.841
O: 1.124 5.185 0.039
C: 2.196 5.469 0.811
O: 2.525 4.850 1.767
O: 2.835 6.556 0.350
H: 2.283 7.997 -1.013
H: 2.884 6.476 -1.705
H: 0.146 6.950 -0.387
H: 0.524 5.940 -1.800
C: 7.322 3.263 -0.379
C: 7.409 4.510 0.487
O: 6.608 5.448 -0.248
C: 5.738 4.750 -1.011
O: 4.816 5.213 -1.602
O: 6.052 3.441 -1.012
H: 7.334 2.327 0.176
H: 8.095 3.230 -1.148
H: 6.959 4.367 1.470
H: 8.419 4.895 0.600
C: -8.637 1.843 0.720
C: -9.777 0.996 1.259
O: -10.351 0.464 0.056
C: -9.401 0.471 -0.899
O: -9.478 -0.090 -1.945
O: -8.323 1.170 -0.501
H: -7.762 1.869 1.364
H: -8.949 2.863 0.486
H: -9.424 0.165 1.871
H: -10.525 1.562 1.807
C: -5.809 0.713 -7.569
C: -6.077 0.983 -6.101
O: -4.774 1.342 -5.631
C: -4.039 1.793 -6.662
O: -2.979 2.319 -6.576
O: -4.685 1.562 -7.836
H: -6.635 0.978 -8.223
H: -5.516 -0.322 -7.753
H: -6.749 1.829 -5.946
H: -6.445 0.131 -5.537
C: 12.107 -0.486 0.170
C: 12.201 0.747 1.053
O: 11.263 1.632 0.432
C: 10.364 0.888 -0.261
O: 9.364 1.306 -0.736
O: 10.769 -0.398 -0.322
H: 12.245 -1.422 0.703
H: 12.794 -0.444 -0.677
H: 11.873 0.552 2.075
H: 13.187 1.203 1.068
C: 2.200 -4.325 -2.400
C: 2.473 -3.742 -1.027
O: 3.907 -3.809 -0.955
C: 4.400 -3.827 -2.210
O: 5.549 -3.707 -2.488
O: 3.406 -4.001 -3.107
H: 1.342 -3.885 -2.900
H: 2.091 -5.410 -2.376
H: 2.168 -2.698 -0.945
H: 2.034 -4.310 -0.215